(1)
This record from the Open Molecules 2025 dataset describes C26H50Br6CaCl5FInMgN3O8S2 as an isolated structure. The level of theory is ωB97M-V/def2-TZVPD.

As for the gap between HOMO and LUMO: 0.764 eV. As for the multiplicity: 1. The total charge is +2. For the HOMO energy, the calculation gives -10.1 eV.

Last column: Mulliken charge in e.
CARTESIAN COORDINATES (ANGSTROEM)
H (14.53733, 7.46515, 5.79223)  0.301
C (-4.39110, 0.56898, 4.21416)  -0.818
H (-2.22024, 0.51654, 1.90844)  -0.258
H (5.27332, 0.82966, 2.58973)  0.246
H (-2.29780, -4.23695, -5.00634)  0.389
Br (-0.80646, -5.58514, -0.39903)  0.077
C (3.25889, 1.31046, 2.06513)  -0.537
H (-6.51408, 1.72650, 6.72371)  0.121
H (-0.69073, 1.62565, 0.30900)  0.393
H (-0.42945, -5.68589, -2.83737)  0.323
C (5.24395, 1.43048, 0.53537)  -1.272
Ca (1.73458, -2.29741, -0.50790)  0.978
Cl (7.76550, 4.84245, 1.47721)  -0.063
H (0.09150, 1.08748, 2.53678)  -0.312
C (1.05758, -3.23565, 1.83144)  -0.719
H (-2.51354, -4.43898, -11.04916)  0.358
N (-0.94839, -3.71911, -8.05868)  -0.325
C (-1.29999, -6.79458, -9.14594)  -0.448
O (2.83022, 0.19233, 1.29789)  -0.515
H (0.92297, -4.92276, -4.97344)  0.191
H (-8.41877, 0.92991, 7.92892)  0.279
H (4.70261, 2.10491, -0.11649)  0.296
H (4.49664, 3.43423, 1.96071)  0.348
Cl (11.41607, 3.00994, 4.09590)  -0.110
C (-9.73432, 3.42383, 0.37953)  -0.461
H (14.57281, 3.96052, 4.12074)  0.303
H (15.17678, 4.81238, 2.68366)  0.259
H (-10.55227, 1.93365, 7.48334)  0.321
C (-1.38011, -3.63949, -9.45722)  -0.736
C (0.63448, -2.15244, 2.80104)  -0.046
C (-8.16319, 2.37847, 5.49932)  0.515
C (8.33009, 4.58669, 3.11868)  0.416
H (6.28286, 1.73138, 0.50782)  0.358
H (14.72823, 7.36488, 4.29134)  0.331
Br (-0.55312, -3.22404, -2.50904)  0.187
N (-4.23949, 1.25709, 2.15223)  0.310
H (-2.16356, -6.77730, -8.47437)  0.252
H (0.61152, -2.98818, 0.86014)  -0.243
H (-0.72070, -3.52796, -5.39391)  0.331
H (-0.39248, 1.52519, -1.38498)  0.504
H (-2.64083, 1.02413, -1.80393)  0.586
O (-0.93050, -5.57634, -5.66106)  -0.387
H (3.02328, 1.15858, 3.11604)  0.319
Cl (7.62241, 5.76960, 4.20000)  -0.061
H (-2.84264, 0.09236, -0.34080)  0.508
C (-4.52010, 1.79464, 0.91511)  0.133
O (-9.47263, 2.39881, 5.78364)  -0.348
N (-3.13712, 0.19267, 3.76115)  -0.468
H (5.19858, 0.42531, 0.14284)  0.292
H (-0.39670, -6.51015, -8.59469)  0.098
H (-9.87474, 3.56871, 7.43525)  0.265
H (-4.73077, 0.33402, 5.19913)  0.413
In (0.83860, -0.22597, 1.68376)  0.895
H (12.70585, 5.27949, 3.94788)  0.226
H (1.24645, -2.19790, 3.68815)  0.435
H (-6.06420, 1.65122, 3.25732)  0.577
H (-0.47515, -3.54182, -10.05934)  0.380
C (-9.68084, 2.51972, 7.20791)  -0.443
H (-1.01251, -1.12222, -0.29002)  0.617
H (-0.28272, -4.47324, -7.96982)  0.120
Br (-9.22889, 2.98925, 2.16186)  0.194
C (-7.35302, 2.41326, 6.78093)  -0.307
C (0.48052, -5.65466, -5.66116)  -0.560
C (-0.04488, -5.03638, -2.05821)  -0.242
Br (-9.32033, 2.03617, -0.86282)  0.008
C (-8.38732, 2.01557, 7.83658)  -0.569
C (14.28457, 4.45758, 3.19200)  -0.574
H (-1.94227, -2.70870, -9.58189)  0.393
F (-0.68038, -2.35805, 3.18096)  -0.300
H (13.76885, 3.74515, 2.54844)  0.271
C (-2.20337, -4.77319, -10.05744)  -0.451
C (4.74972, 1.52469, 1.95074)  0.216
O (-1.50084, -5.97715, -10.27759)  -0.421
C (-1.46693, -4.25839, -5.71899)  -0.649
Cl (7.98644, 2.96293, 3.65760)  -0.070
H (-3.12758, -4.96737, -9.49737)  0.334
S (-3.18372, 2.47563, -0.04018)  -0.175
O (13.47806, 5.60049, 3.47687)  -0.421
O (5.03643, 2.82837, 2.47563)  -0.450
H (2.15396, -3.23050, 1.84240)  0.416
H (0.75315, -6.65909, -5.33740)  0.253
Cl (10.11782, 4.86093, 3.09764)  0.106
H (-10.79762, 3.61521, 0.34640)  0.400
S (-6.04397, 1.87924, 0.37485)  -0.136
H (2.72541, 2.21111, 1.75569)  0.258
Mg (-6.98926, 6.70610, -1.39068)  0.454
H (0.40963, -0.57454, -1.20460)  0.770
O (14.92154, 7.93290, 5.04593)  -0.639
Br (1.88727, -5.18909, -2.06001)  0.012
C (-2.38793, 0.98030, -0.75527)  -1.087
O (-7.76603, 2.36676, 4.36360)  -0.566
H (0.91044, -5.49687, -6.65372)  0.318
H (0.73720, -4.24684, 2.05985)  0.439
H (-2.56559, -2.95298, -6.98934)  0.356
C (-0.23329, -0.37313, -0.33572)  -1.115
C (-5.08311, 1.22325, 3.25725)  0.011
H (-6.98349, 3.42948, 6.92494)  0.305
Br (-8.87586, 5.12538, -0.17021)  0.110
C (-0.87276, 1.01457, -0.56180)  -1.340
H (-1.15988, -7.81422, -9.50155)  0.322
C (-2.01067, -3.89242, -7.08153)  -0.322
H (-8.20302, 2.43124, 8.82368)  0.347
C (-3.07319, 0.62603, 2.54119)  0.224
H (-2.72770, -4.67249, -7.36665)  0.191

---

(2)
This record from the Open Molecules 2025 dataset describes a 2-piece molecular cluster, C7H10O overall. The level of theory is ωB97M-V/def2-TZVPD.

As for the gap between HOMO and LUMO: 8.562 eV. As for the multiplicity: 1. For the HOMO energy, the calculation gives -8.3 eV.

Last column: Mulliken charge in e.
CARTESIAN COORDINATES (ANGSTROEM)
H (-0.30696, -2.61270, -1.16709)  0.263
H (1.04574, 0.86836, -2.00113)  0.334
C (-0.60134, -1.66682, -1.61446)  -0.791
H (1.01272, -1.03089, 1.12944)  0.284
H (-0.34506, -1.53886, -2.66078)  0.273
H (1.99468, 1.79168, -0.82529)  0.369
C (0.57915, -0.29909, 1.81094)  -1.304
C (0.06591, 1.25068, -0.14050)  -0.380
H (-0.03017, -0.84635, 2.53029)  0.373
C (-0.27352, 0.69633, 1.07534)  0.198
H (1.37461, 0.20670, 2.36354)  0.323
C (-1.31176, -0.76293, -0.98188)  0.100
C (1.28894, 0.96171, -0.94213)  -1.184
H (1.79133, 0.04895, -0.63221)  0.295
C (-1.89268, -0.31047, 0.13464)  0.478
H (-0.54864, 2.06682, -0.50330)  0.371
H (-0.93762, 1.27676, 1.70513)  0.521
O (-2.90531, -0.09987, 0.71945)  -0.524

---

(3)
This record from the Open Molecules 2025 dataset describes C43H70P2SbSiTeZn as an isolated structure. The level of theory is ωB97M-V/def2-TZVPD.

As for the gap between HOMO and LUMO: 5.087 eV. As for the multiplicity: 1. The total charge is -1. For the HOMO energy, the calculation gives -2.9 eV.

Last column: Mulliken charge in e.
CARTESIAN COORDINATES (ANGSTROEM)
C (2.83509, 2.33131, -0.55702)  -0.317
H (-3.58831, -0.40158, -0.26717)  0.074
C (2.33217, 4.81593, -0.53919)  -0.686
H (5.13126, 0.42896, -0.37432)  0.012
C (-2.32334, 3.77308, 3.44305)  -1.212
H (4.39788, 4.65054, -1.12036)  0.269
H (4.76564, 1.58506, 1.34497)  0.242
C (-4.15375, 0.34011, 3.02716)  -0.047
C (-2.49119, -3.07726, -0.83609)  -0.155
H (-0.00063, 1.75783, 4.81379)  0.186
C (3.21615, -0.57880, -0.65570)  0.373
Sb (-0.40142, -2.57502, -0.72607)  -3.307
C (-4.88507, 1.18107, 0.26405)  -1.292
H (-4.08371, 1.29353, -4.94061)  0.479
C (-3.56537, 0.39977, 0.46513)  0.734
C (0.29825, -3.68998, -2.45489)  -0.831
H (2.41649, 5.68508, 0.11643)  0.549
C (4.64295, 1.19653, 3.43482)  -0.981
H (-3.54876, 1.18371, 3.36306)  -0.095
H (2.77789, -3.53409, -1.02322)  -0.581
H (-0.18403, -5.74408, -1.93631)  0.264
H (4.10319, 3.35163, -3.06122)  0.309
C (-2.30852, 0.05579, -4.81309)  -0.550
H (-1.32786, 3.74902, 5.36046)  0.349
H (-2.17847, -0.99168, -4.51440)  0.058
H (-2.68427, -0.38252, -1.92707)  -1.206
Zn (-0.09834, 0.00466, 0.27053)  7.064
H (6.32540, -1.31975, -1.94909)  0.542
C (3.42606, 4.81070, -1.60191)  -0.784
H (1.91347, 0.03586, 5.04606)  0.323
H (-6.02520, 1.29455, 3.55123)  0.506
H (4.61409, 0.30508, -2.04213)  0.346
P (-1.98301, 1.29537, -0.11138)  -0.832
H (-4.32558, -0.20266, -4.05875)  0.310
H (0.18177, -3.23681, 1.75099)  -0.031
H (2.62811, -0.81146, -1.55244)  0.505
H (-0.67135, -5.84902, 0.35851)  0.242
H (-5.63773, 0.49338, -0.14573)  0.355
C (-1.43964, 3.26859, 4.39457)  -0.824
C (2.38638, 3.53448, 0.30108)  -0.182
H (1.39650, 3.35338, 0.73329)  -0.349
H (5.97303, -1.75727, -0.29092)  0.356
H (1.13705, -3.11939, -2.85978)  0.575
H (-6.18497, -0.02127, 2.39229)  0.384
C (-0.30831, -1.29790, 3.99950)  -1.406
C (-2.42754, 3.16053, 2.20879)  -0.791
Te (-1.49641, 3.63851, -0.93260)  -0.674
C (-1.11703, 0.84996, -4.28957)  -1.020
H (-3.91940, -4.55910, -1.50633)  0.386
C (0.68170, -5.14742, -2.22598)  -1.323
H (-2.46796, -0.58923, 2.04707)  -1.804
H (4.11006, -3.79493, 0.08275)  0.461
C (-0.69979, 2.14709, 4.07581)  -0.735
C (-2.83941, -4.39222, -1.52314)  -1.370
H (-0.40254, -0.77434, 4.95549)  0.497
Si (0.16220, -0.10730, 2.59689)  0.756
H (4.10469, -2.39994, -2.60501)  0.228
H (-0.49787, -3.62057, -3.19880)  0.699
H (-6.47143, 2.20805, 1.28324)  0.506
C (-0.82631, 1.49967, 2.83269)  0.535
C (4.64826, -2.68210, -1.69746)  -0.901
C (1.99132, 0.37758, 2.92858)  0.288
C (-0.69825, -5.12271, 1.17157)  -1.311
H (5.26480, -3.54308, -1.96333)  0.589
P (2.21552, 0.75919, 0.15361)  -0.254
C (2.83128, 0.79516, 1.88098)  -0.290
H (-2.34689, 0.06163, -5.90629)  0.483
H (-3.02236, 2.38052, -3.10066)  0.310
H (-0.35785, -5.63211, 2.07694)  0.410
C (4.13535, 1.21837, 2.14604)  -0.185
H (1.09434, -5.58893, -3.13707)  0.372
C (3.83821, 0.75539, 4.47581)  -0.837
H (-4.73954, 1.96123, -0.48251)  0.396
H (5.65716, 1.52631, 3.62439)  0.427
C (2.53426, 0.36236, 4.21819)  -0.422
C (-5.47715, 1.81781, 1.52221)  -0.719
H (3.08922, 3.65689, 1.12905)  0.356
H (-2.84342, -3.06159, 0.19805)  0.339
H (-0.47151, -0.30355, -2.60589)  -0.337
H (-2.91377, 4.65742, 3.66074)  0.339
H (3.48921, 5.77852, -2.10432)  0.485
H (3.92956, 2.26528, -0.53647)  0.852
C (3.23195, -1.82730, 0.23142)  -0.042
H (1.20684, -4.19630, 0.70604)  0.259
C (-0.99097, 0.64644, -2.77668)  0.944
H (-2.36809, -5.24708, -1.03839)  0.224
C (0.16957, -3.90383, 0.88496)  0.239
H (1.35262, 4.88050, -1.02056)  0.005
H (-1.27803, -1.75422, 3.78528)  0.313
C (-3.50635, -0.33372, 1.82075)  0.482
H (-3.07515, 3.61073, 1.46473)  0.518
C (-2.33690, 0.65905, -2.02620)  2.164
H (2.25605, -1.98417, 0.69929)  -0.576
H (2.55443, 1.61292, -2.60027)  0.616
H (-4.32766, 1.48576, -2.38781)  0.144
C (4.65139, -0.23660, -1.09327)  -0.500
H (-1.74064, -4.84331, 1.33321)  0.320
H (0.42509, -2.10042, 4.11844)  0.398
H (-4.03371, -1.29125, 1.67910)  0.717
C (-3.37251, 1.36771, -2.90100)  -1.164
C (3.65668, -3.05610, -0.58424)  -0.078
C (-3.61431, 0.61456, -4.22037)  -1.009
H (4.22337, 0.73323, 5.48866)  0.411
H (-4.18907, -0.37537, 3.85521)  0.481
C (-5.55350, 0.83079, 2.68008)  -1.228
C (-1.70088, 2.01454, 1.85418)  0.251
H (3.92499, -1.65383, 1.05915)  0.562
H (1.43065, -5.25936, -1.44067)  0.263
H (1.32135, 2.72551, -2.01138)  -0.400
C (3.15754, 3.69911, -2.63240)  -1.155
H (-2.97950, -2.24330, -1.33671)  0.337
H (-1.25560, 1.91307, -4.50975)  0.356
C (5.50802, -1.50518, -1.24914)  -1.079
H (-2.53062, -4.39352, -2.56959)  0.268
H (2.56469, 4.09752, -3.45930)  0.492
C (2.39545, 2.52053, -2.00845)  -0.242
H (-0.35531, 1.43430, -2.35919)  -1.376
H (-4.87068, 2.67127, 1.82885)  0.110
H (-0.19188, 0.54450, -4.78947)  0.491

---

(4)
This record from the Open Molecules 2025 dataset describes a 4-piece molecular cluster, C24H54FN3O8 overall. The level of theory is ωB97M-V/def2-TZVPD.

As for the gap between HOMO and LUMO: 9.011 eV. As for the multiplicity: 1. For the HOMO energy, the calculation gives -8.7 eV.

Last column: Mulliken charge in e.
CARTESIAN COORDINATES (ANGSTROEM)
H (-3.63542, 2.39429, 3.96988)  0.285
H (-0.28666, 7.06482, 8.30710)  0.258
H (5.76727, 0.14293, -8.14773)  0.408
C (1.29321, -2.96446, -9.14594)  -0.724
H (-4.27071, 0.39876, 4.87919)  0.473
H (2.98300, -2.73532, -4.81759)  0.299
H (-4.59427, 1.70945, 2.62045)  0.383
C (3.40314, -2.36142, -5.75591)  -0.644
C (-3.57876, -0.19994, 4.27472)  -0.937
H (0.44878, 4.23594, 9.77350)  0.304
H (-1.27248, 4.87949, 7.14164)  0.302
C (-5.15875, -2.73933, 0.99802)  -0.471
H (-3.54539, -1.96237, 3.06219)  0.190
H (3.00075, -2.22631, -10.71481)  0.398
H (0.87706, -1.64310, 0.53064)  0.120
H (1.84999, -0.77742, -3.73301)  0.218
O (1.75396, -1.71099, -1.91545)  -0.366
C (-3.59104, 1.83072, 3.03271)  -0.935
C (-3.86636, -0.93230, 0.10053)  -0.390
O (-4.96210, -1.82041, -0.07793)  -0.485
H (5.78615, -1.87827, -6.57097)  0.349
C (3.52163, -2.84516, -9.97431)  -0.793
N (3.96762, -0.84854, -8.57603)  -0.327
F (0.09717, 6.80482, 10.50087)  -0.315
H (0.34733, 3.43797, 5.78555)  0.329
C (-6.02433, -2.18136, 2.14493)  -0.693
H (-1.55410, 1.05093, -1.49901)  0.331
H (-2.76857, -0.52877, 4.93472)  0.320
C (-1.62205, 2.34696, 6.34247)  0.102
H (1.25455, -1.94174, -8.76692)  0.309
H (2.42311, -1.82720, 1.38248)  0.392
H (-4.55873, -2.11014, 4.51171)  0.433
H (1.72292, 1.80774, 1.47895)  0.407
H (5.36047, -1.71528, -9.88828)  0.388
H (4.01527, -3.15228, -6.19679)  0.318
O (-2.52459, 2.44474, 7.53541)  -0.316
H (-0.54629, -0.28266, 1.47964)  0.062
C (-1.76118, 3.11992, 8.61485)  0.446
H (-2.04167, 3.19991, 5.64026)  0.078
H (-1.63911, 6.14142, 9.31630)  0.255
H (1.38066, 5.12469, 8.34274)  0.275
H (-2.99121, 2.39782, 2.31625)  0.213
H (-6.96193, -1.81286, 1.71017)  0.365
H (0.18476, 0.79599, -1.48060)  0.225
N (2.15180, 0.05099, 0.48132)  -0.319
C (-0.72660, 0.66494, -0.89650)  -0.492
C (4.85692, -0.17293, -7.62503)  -0.734
O (4.15277, -1.18926, -5.46379)  -0.341
H (2.45958, -3.14640, -0.65288)  0.420
H (3.12286, -1.12676, -8.08420)  0.081
C (1.40166, 0.75957, 1.52386)  -1.048
H (3.41464, -1.34133, -3.11382)  0.348
H (-3.48103, -0.66940, -0.88901)  0.280
C (5.24570, -0.95056, -6.35219)  -0.567
C (-0.13436, 2.98241, 6.76620)  -0.601
C (1.94224, -1.40046, 0.49724)  -0.114
H (2.62823, 0.10648, -2.41042)  0.246
H (0.55128, 2.26388, 7.42889)  0.300
C (2.53023, -2.05867, -0.76235)  -0.857
H (0.64522, -3.58657, -8.52320)  0.238
O (-2.97015, 0.56712, 3.22862)  0.139
H (3.59118, -1.81045, -0.88641)  0.387
H (0.92113, -2.99833, -10.17467)  0.342
H (1.86936, 0.41779, -0.42345)  0.098
H (-5.22962, -0.31711, 2.28843)  0.084
H (5.01157, -2.68995, -8.44673)  0.179
C (-0.46757, 6.34231, 9.21200)  -0.239
O (2.61462, -3.48224, -9.06626)  -0.335
H (5.94911, -0.32187, -5.79339)  0.374
H (-3.05302, -1.37959, 0.67754)  0.216
C (0.30926, 4.91752, 8.80636)  -0.515
H (-1.65707, 1.23613, 5.97073)  -0.018
H (-0.90994, -0.39460, -0.70081)  0.167
H (-5.70395, -3.58730, 0.56675)  0.358
H (-6.29422, -2.99825, 2.82432)  0.403
H (-0.52490, 1.25726, 2.30531)  0.120
O (-1.92512, 2.87795, 9.91732)  -0.558
H (-4.20706, -0.00836, 0.56868)  0.175
C (-0.13632, 0.73198, 1.42475)  0.276
H (1.70734, 0.38038, 2.50595)  0.427
C (4.57133, -2.03087, -9.19933)  -0.207
C (2.46003, -0.88581, -2.83256)  -0.600
H (-4.20392, -3.14745, 1.34778)  0.326
C (-0.71157, 4.10343, 7.81577)  -0.133
H (4.03383, -3.64559, -10.51936)  0.387
N (-5.46557, -1.07259, 2.92601)  -0.339
H (4.34000, 0.74372, -7.31451)  0.383
H (2.56465, -2.11547, -6.40809)  0.208
O (-0.65585, 1.43628, 0.29567)  -0.462
C (-4.27180, -1.44361, 3.69291)  -0.318

---

(5)
This record from the Open Molecules 2025 dataset describes CH2LiMnO3 as an isolated structure. The level of theory is ωB97M-V/def2-TZVPD.

As for the gap between HOMO and LUMO (alpha / beta): 7.181 / 7.663 eV. As for the multiplicity: 6. The total charge is +1. As for the expectation value of S²: 8.76. For the HOMO energy (alpha / beta), the calculation gives -12.7 / -13.1 eV.

Last column: Mulliken charge in e.
CARTESIAN COORDINATES (ANGSTROEM)
H (0.90077, -1.27996, 0.94124)  0.048
Mn (-0.09817, -1.84106, -0.80542)  0.948
O (0.70558, -0.07247, -0.73138)  -0.666
O (-1.21296, -0.67812, 0.39235)  -0.548
Li (1.33623, 1.94215, -1.02776)  0.915
O (0.43763, 1.49481, 0.79591)  -0.577
H (-2.07395, -0.26950, 0.50964)  0.250
C (0.31632, 0.32811, 0.44054)  0.631

---

no.,calculated total energy (eV)
1,-584909.521
2,-9464.647
3,-134432.022
4,-49323.327
5,-38727.980